Entry from the OMol25 dataset: a molecular structure, C75H94ClN7O4PSSbSeSr (ωB97M-V/def2-TZVPD).

XYZ file:
```
186
C75H94ClN7O4PSSbSeSr (ωB97M-V/def2-TZVPD)
Sr -0.43136 -0.51047 0.25196
C -4.35976 3.62828 -1.27176
C -3.11953 2.74160 -1.37671
C -3.20551 1.86312 -2.63261
P -2.67496 1.62015 0.03661
C -2.47967 2.71046 1.54528
C -3.71490 3.05337 2.37494
C -1.68593 3.96606 1.17903
C -4.13641 0.57984 0.33070
C -5.43384 1.08901 0.48948
C -6.55388 0.29227 0.64725
C -7.93446 0.87578 0.84064
C -6.34691 -1.08865 0.61893
C -5.08659 -1.63322 0.47749
C -3.92223 -0.82321 0.36280
N -2.65357 -1.35233 0.28469
C -2.57207 -2.76024 0.28809
C -2.59725 -3.48553 -0.92254
C -2.82890 -2.76259 -2.22678
C -2.49564 -4.87278 -0.89439
C -2.39452 -5.57716 0.30132
C -2.31593 -7.08621 0.29960
C -2.40416 -4.85699 1.48770
C -2.48677 -3.46793 1.50235
C -2.56196 -2.71315 2.80658
H -4.34745 4.37003 -2.07811
H -4.41103 4.17114 -0.32394
H -5.27008 3.03611 -1.38314
H -2.23755 3.38025 -1.46778
H -4.01310 1.12968 -2.52892
H -2.27464 1.31860 -2.79374
H -3.40662 2.47432 -3.51988
H -1.83708 2.07572 2.16658
H -4.36204 3.77336 1.86417
H -3.39743 3.51008 3.32010
H -4.30405 2.16806 2.61189
H -2.26382 4.61349 0.51197
H -0.74095 3.71634 0.69475
H -1.45940 4.54381 2.08173
H -5.57386 2.16350 0.50085
H -7.90220 1.96762 0.84052
H -8.37241 0.55515 1.79018
H -8.61814 0.56069 0.04685
H -7.20165 -1.75482 0.71676
H -4.97289 -2.71284 0.46461
H -2.21243 -1.86725 -2.31765
H -3.86973 -2.42445 -2.29073
H -2.63024 -3.42883 -3.06918
H -2.51158 -5.42298 -1.83520
H -3.27120 -7.52566 0.00001
H -2.06499 -7.46808 1.29102
H -1.55885 -7.43658 -0.40875
H -2.34734 -5.39133 2.43563
H -2.35363 -3.37245 3.65026
H -3.55833 -2.27874 2.93822
H -1.86065 -1.87666 2.83734
O 4.36023 3.65007 1.18349
C 5.01118 2.59618 0.73093
O 6.21624 2.51354 0.78440
C 4.20285 1.45934 0.17922
C 4.77200 0.32473 -0.34765
Cl 6.38893 -0.09774 -0.64552
N 3.78511 -0.53074 -0.67582
N 2.57200 -0.03559 -0.37528
C 2.80259 1.17445 0.11750
C 1.59858 1.99526 0.50901
O 1.78153 3.14631 0.94658
O 0.47941 1.43595 0.36538
C 3.95172 -1.87393 -1.14980
C 3.50696 -2.17764 -2.36810
C 3.49408 -3.51178 -2.98438
C 3.75547 -4.66308 -2.36419
C 4.26066 -4.79877 -0.94858
C 4.54379 -2.81022 -0.13648
H 3.35464 3.54171 1.07792
H 3.09566 -1.36255 -2.95678
H 3.18017 -3.54609 -4.02299
H 3.67209 -5.57889 -2.93883
H 4.44145 -5.83919 -0.69057
H 4.93685 -2.26784 0.71864
C 3.80480 0.02315 6.26209
C 4.28970 -1.25256 5.55938
C 3.41413 -1.71575 4.39226
C 3.48156 -0.84814 3.13848
N 2.98874 0.52204 3.27777
C 1.71839 0.91418 3.48808
S 0.38545 -0.13853 3.36726
N 1.58703 2.21215 3.78200
C 0.33431 2.91361 4.05199
C 0.11166 3.13761 5.54389
C 1.21021 3.95100 6.22924
C 1.39003 5.35349 5.64395
H 4.27618 0.12736 7.24218
H 2.71976 -0.00449 6.41170
H 4.04099 0.92589 5.69398
H 4.30552 -2.06200 6.29285
H 5.32192 -1.11821 5.21620
H 2.37714 -1.78178 4.72220
H 3.72364 -2.71934 4.08856
H 2.92556 -1.32928 2.33190
H 4.52396 -0.76012 2.82205
H 3.69772 1.23157 3.37990
H 2.40403 2.79366 3.67441
H -0.47419 2.31673 3.64895
H 0.36239 3.85680 3.50620
H 0.02849 2.15837 6.02510
H -0.85084 3.64628 5.66881
H 2.15682 3.40304 6.17454
H 0.96261 4.03394 7.28943
H 1.77186 5.32491 4.61871
H 2.09684 5.93626 6.23812
H 0.43761 5.89318 5.62981
C 1.65108 3.39306 -4.30540
C 1.72354 2.79891 -5.71267
C 2.95605 1.92336 -5.93686
C 2.90468 0.57393 -5.21851
N 1.79678 -0.25913 -5.68941
C 0.63210 -0.50572 -5.02387
Se 0.26717 -0.10208 -3.27936
N -0.17894 -1.17932 -5.87698
C -1.53890 -1.62334 -5.55593
C -2.53568 -0.47317 -5.47944
C -2.66470 0.32306 -6.77673
C -3.36134 -0.44534 -7.90144
C 0.48070 -1.40128 -7.08636
C 0.10705 -2.07574 -8.23861
C 1.03847 -2.14432 -9.26569
C 2.30197 -1.56085 -9.14030
C 2.66950 -0.88484 -7.98555
C 1.73138 -0.81318 -6.96707
H 0.81514 4.09249 -4.22494
H 2.57054 3.93921 -4.06681
H 1.50187 2.62086 -3.54712
H 1.74449 3.61005 -6.44382
H 0.81617 2.21817 -5.91827
H 3.84479 2.45253 -5.57960
H 3.09188 1.74758 -7.00789
H 2.76978 0.71060 -4.14775
H 3.83246 0.02342 -5.38232
H -1.50920 -2.13904 -4.59748
H -1.83069 -2.33937 -6.32386
H -2.23498 0.18757 -4.66715
H -3.50640 -0.89882 -5.20111
H -1.67106 0.64603 -7.11033
H -3.23025 1.23190 -6.56038
H -2.76353 -1.29551 -8.24589
H -3.53745 0.19811 -8.76596
H -4.32987 -0.82830 -7.56513
H -0.86652 -2.53980 -8.33862
H 0.78110 -2.66614 -10.17959
H 3.01003 -1.64238 -9.95640
H 3.65282 -0.44135 -7.88122
C 6.40409 -4.88285 1.31802
C 6.59452 -4.35677 0.11043
C 5.50234 -3.84740 -0.78381
C 3.55025 -3.98705 0.21522
C 3.90603 -4.58094 1.56901
C 5.10766 -4.97450 2.00720
Sb 1.36928 -3.41976 0.15511
C 0.79224 -4.62455 1.84000
C 0.54036 -3.90008 3.00476
C 0.22203 -4.54281 4.19695
C 0.14871 -5.92662 4.24074
C 0.40973 -6.66344 3.08864
C 0.73136 -6.01834 1.90110
C 0.81203 -4.63715 -1.51871
C 1.00238 -6.01452 -1.60634
C 0.65134 -6.70996 -2.76007
C 0.14691 -6.02728 -3.86011
C -0.00472 -4.64645 -3.79776
C 0.30889 -3.96226 -2.63132
H 7.26677 -5.24275 1.86775
H 7.60683 -4.29070 -0.28112
H 5.91462 -3.51975 -1.73310
H 3.09775 -4.70252 2.27147
H 5.14457 -5.38107 3.01432
H 0.59159 -2.81368 2.99632
H 0.02682 -3.95577 5.08778
H -0.10845 -6.43152 5.16392
H 0.36523 -7.74566 3.11364
H 0.93109 -6.62659 1.03085
H 1.46334 -6.56794 -0.79859
H 0.78491 -7.78468 -2.80043
H -0.11777 -6.56663 -4.76251
H -0.36689 -4.10186 -4.66381
H 0.18071 -2.88293 -2.60331
```

* largest force on an atom: 2.6 eV Å⁻¹
* net charge: 0
* relative energy (zero: lowest compared OMol25 entry of this formula, charge and spin): 78.7 kJ/mol